Record 1
ORCA calculation (ωB97M-V/def2-TZVPD) on a molecular structure, C56H43CsFIN6O9P2.

Properties
LUMO: 3.2 eV
gap between HOMO and LUMO: 6.968 eV
energy relative to the best compared isomer or geometry (same formula, charge and spin): 0.6185 eV
total charge: -2
HOMO level: -3.72 eV
strongest force on any atom: 0.0194 hartree/bohr

Each line ends with the Mulliken charge.
Geometry (Å):
Cs 0.622 0.958 -1.275  1.291
O 2.269 4.609 1.246  -0.857
C 1.920 3.650 0.536  0.202
O 1.117 2.723 0.816  -0.489
C 2.647 3.576 -0.845  0.341
C 4.037 3.665 -0.865  -0.734
C 4.705 3.449 -2.057  -0.567
C 3.986 3.101 -3.191  -0.741
C 2.601 3.028 -3.109  0.187
N 1.965 3.343 -1.973  0.245
C 1.800 2.412 -4.292  0.447
O 2.496 2.072 -5.264  -0.878
O 0.559 2.237 -4.154  -0.918
H 4.560 3.887 0.056  0.500
H 5.787 3.506 -2.098  0.374
H 4.469 2.851 -4.124  0.553
C -3.653 -3.115 5.132  -1.826
C -2.313 -2.367 5.015  1.403
C -1.608 -2.356 6.384  -1.868
C -2.585 -0.940 4.568  1.038
C -3.270 -0.080 5.423  -0.267
C -3.585 1.208 5.046  -1.730
C -3.257 1.635 3.768  -0.253
C -2.597 0.808 2.869  -0.124
P -2.304 1.352 1.128  1.539
C -2.767 3.117 1.221  0.356
C -1.721 4.001 1.500  -0.265
C -1.973 5.361 1.613  -0.764
C -3.264 5.847 1.450  -0.453
C -4.303 4.973 1.159  -0.756
C -4.056 3.612 1.039  -0.155
C -3.785 0.634 0.316  0.590
C -4.756 -0.136 0.948  -0.378
C -5.813 -0.672 0.222  -0.543
C -5.919 -0.428 -1.139  -0.624
C -4.961 0.352 -1.775  -0.466
C -3.897 0.870 -1.056  -0.725
C -2.220 -0.473 3.310  -1.090
O -1.498 -1.247 2.431  0.569
C -0.995 -2.461 2.836  -0.997
C -0.035 -3.063 2.000  0.103
C 0.368 -4.357 2.313  -0.596
C -0.110 -5.021 3.435  -1.743
C -0.975 -4.365 4.285  -0.093
C -1.418 -3.072 4.012  1.136
P 0.562 -2.209 0.469  2.071
C 1.590 -3.506 -0.309  0.066
C 2.849 -3.896 0.143  0.066
C 3.587 -4.840 -0.554  -0.781
C 3.076 -5.401 -1.717  -0.627
C 1.824 -5.022 -2.177  -0.300
C 1.086 -4.079 -1.475  -0.778
C 1.845 -1.084 1.208  0.024
C 2.971 -0.716 0.455  0.168
C 3.852 0.242 0.937  -0.607
C 3.631 0.856 2.162  -0.652
C 2.515 0.509 2.901  -0.726
C 1.625 -0.446 2.427  -0.357
H -4.309 -2.617 5.848  0.386
H -3.495 -4.142 5.468  0.374
H -4.158 -3.142 4.165  0.383
H -2.230 -1.880 7.142  0.403
H -0.666 -1.810 6.319  0.383
H -1.395 -3.370 6.721  0.395
H -3.564 -0.434 6.404  0.321
H -4.103 1.871 5.727  0.403
H -3.534 2.632 3.452  0.497
H -0.705 3.620 1.593  -0.006
H -1.149 6.038 1.801  0.424
H -3.455 6.911 1.519  0.455
H -5.308 5.353 1.015  0.380
H -4.868 2.934 0.804  0.408
H -4.687 -0.329 2.012  0.356
H -6.556 -1.281 0.725  0.362
H -6.744 -0.847 -1.704  0.315
H -5.030 0.547 -2.838  0.422
H -3.157 1.479 -1.567  0.246
H 1.079 -4.853 1.666  0.487
H 0.214 -6.031 3.651  0.415
H -1.319 -4.862 5.184  0.336
H 3.262 -3.436 1.034  0.441
H 4.574 -5.120 -0.204  0.397
H 3.668 -6.110 -2.284  0.369
H 1.445 -5.419 -3.110  0.378
H 0.138 -3.730 -1.866  0.189
H 3.148 -1.136 -0.531  0.204
H 4.706 0.506 0.326  0.440
H 4.304 1.625 2.521  0.291
H 2.308 1.009 3.840  0.365
H 0.756 -0.679 3.026  0.260
I -2.014 7.789 -1.453  0.043
C -1.843 5.827 -2.085  -0.710
C -0.694 5.194 -2.508  -0.141
N -1.060 3.956 -2.865  0.598
N -2.367 3.731 -2.678  -0.752
C -2.858 4.863 -2.192  -0.269
H 0.328 5.523 -2.574  0.523
H -0.436 3.231 -3.295  0.372
H -3.902 4.953 -1.939  0.523
N -2.542 -3.463 -0.200  -0.235
C -2.420 -2.421 -0.727  -0.106
H -2.193 -4.183 0.403  0.325
F 6.263 0.432 -6.064  -0.334
C 5.457 -0.646 -5.975  0.221
C 4.199 -0.529 -5.525  0.138
N 3.350 -1.606 -5.456  0.258
C 2.080 -1.435 -4.746  -1.589
C 2.283 -1.243 -3.231  1.287
O 3.423 -0.969 -2.814  -0.815
O 1.232 -1.369 -2.557  -0.900
C 3.773 -2.871 -5.772  0.449
O 3.091 -3.878 -5.674  -0.675
N 5.070 -2.936 -6.254  -0.040
C 6.004 -1.912 -6.386  0.212
O 7.123 -2.139 -6.814  -0.707
H 3.769 0.430 -5.246  0.500
H 1.464 -2.310 -4.920  0.390
H 1.583 -0.548 -5.143  0.194
H 5.385 -3.861 -6.498  0.225

Record 2
ORCA calculation (ωB97M-V/def2-TZVPD) on a molecular structure, C56H44N5O3S2Ti in a non-equilibrium geometry.

Properties
LUMO (alpha / beta): -2.2 / -2.3 eV
2S+1: 3
gap between HOMO and LUMO (alpha / beta): 5.175 / 8.370 eV
energy relative to the best compared isomer or geometry (same formula, charge and spin): 0.5634 eV
total charge: +1
HOMO level (alpha / beta): -7.40 / -10.67 eV
strongest force on any atom: 0.0394 hartree/bohr

Each line ends with the Mulliken charge.
Geometry (Å):
Ti -0.043 0.218 0.437  0.067
O 3.479 1.869 -0.774  -0.822
C 2.610 1.163 -0.281  -0.420
N 1.458 0.745 -0.846  1.010
C 1.087 1.387 -2.102  -1.548
C -0.169 2.178 -1.850  0.696
C -0.488 3.353 -2.516  -1.092
C -1.644 4.025 -2.173  -0.727
C -2.458 3.503 -1.176  -1.150
C -2.074 2.330 -0.564  -0.687
N -0.956 1.673 -0.890  1.849
C 2.750 0.641 1.137  0.800
C 3.858 0.972 1.886  -0.887
C 3.945 0.480 3.178  -0.833
C 2.925 -0.327 3.654  -0.965
C 1.831 -0.579 2.844  -0.478
N 1.729 -0.088 1.608  1.247
H 1.886 2.018 -2.484  0.819
H 0.859 0.629 -2.861  -0.199
H 0.182 3.732 -3.277  0.577
H -1.905 4.954 -2.665  0.470
H -3.366 4.003 -0.865  0.525
H -2.679 1.877 0.213  0.486
H 4.614 1.597 1.431  0.609
H 4.794 0.720 3.806  0.477
H 2.958 -0.749 4.649  0.538
H 1.008 -1.189 3.193  0.467
C -2.159 -2.212 3.339  -1.081
C -2.321 -1.314 4.423  -0.723
C -1.893 -0.026 4.291  -1.264
C -1.298 0.399 3.084  1.149
N -1.140 -0.474 2.034  1.207
C -1.579 -1.754 2.198  -0.529
C -0.788 1.716 2.860  0.291
C -0.955 2.793 3.754  -1.042
C -0.420 4.013 3.462  -0.775
C 0.308 4.179 2.260  -1.076
C 0.420 3.118 1.419  -0.371
N -0.121 1.894 1.671  0.926
H -2.480 -3.242 3.408  0.500
H -2.769 -1.649 5.350  0.447
H -1.994 0.668 5.114  0.413
H -1.416 -2.415 1.357  0.456
H -1.515 2.650 4.668  0.430
H -0.552 4.844 4.143  0.441
H 0.766 5.124 2.001  0.498
H 0.964 3.216 0.487  0.316
C -7.392 -4.491 -2.756  -1.547
C -6.096 -3.817 -2.385  0.998
C -4.998 -4.561 -1.961  -0.967
C -3.798 -3.938 -1.645  -0.273
C -3.692 -2.559 -1.769  0.108
C -4.776 -1.795 -2.186  -0.448
C -5.967 -2.428 -2.485  -0.970
S -2.087 -1.894 -1.423  1.328
O -2.197 -0.668 -0.544  -0.783
C -1.671 -1.284 -3.054  1.196
C -2.105 -0.001 -3.458  -0.676
C -1.691 0.493 -4.655  -0.956
C -0.798 -0.243 -5.478  1.005
C -0.320 0.286 -6.704  -1.247
C 0.577 -0.409 -7.459  -0.682
C 1.052 -1.668 -7.024  -1.044
C 0.606 -2.209 -5.852  -0.982
C -0.342 -1.516 -5.053  0.992
C -0.806 -2.038 -3.808  -0.478
C -0.295 -3.356 -3.285  -0.732
C -0.842 -4.579 -3.780  1.324
C -1.836 -4.605 -4.794  -0.826
C -2.353 -5.792 -5.225  -1.011
C -1.906 -7.014 -4.670  -0.676
C -0.960 -7.019 -3.689  -1.021
C -0.410 -5.803 -3.211  0.892
C 0.542 -5.793 -2.160  -1.396
C 1.049 -4.624 -1.689  -1.180
C 0.629 -3.408 -2.267  0.557
S 1.150 -1.845 -1.607  1.582
O 0.541 -1.808 -0.195  -0.356
C 2.878 -2.123 -1.398  -0.017
C 3.704 -1.862 -2.479  -0.869
C 5.074 -2.004 -2.323  -0.940
C 5.621 -2.382 -1.098  0.981
C 7.112 -2.504 -0.919  -1.522
C 4.762 -2.624 -0.026  -1.000
C 3.389 -2.492 -0.165  0.016
H -7.481 -5.467 -2.279  0.386
H -7.445 -4.644 -3.837  0.290
H -8.251 -3.885 -2.469  0.391
H -5.084 -5.638 -1.870  0.380
H -2.943 -4.520 -1.314  0.466
H -4.696 -0.718 -2.267  0.446
H -6.818 -1.837 -2.805  0.415
H -2.744 0.579 -2.803  0.501
H -2.028 1.469 -4.990  0.424
H -0.676 1.258 -7.029  0.477
H 0.934 0.003 -8.395  0.417
H 1.776 -2.203 -7.626  0.473
H 0.971 -3.174 -5.520  0.590
H -2.184 -3.673 -5.222  0.566
H -3.113 -5.801 -5.997  0.467
H -2.320 -7.948 -5.028  0.431
H -0.618 -7.953 -3.259  0.458
H 0.858 -6.737 -1.730  0.437
H 1.771 -4.618 -0.882  0.601
H 3.285 -1.545 -3.430  0.556
H 5.731 -1.800 -3.160  0.341
H 7.635 -2.421 -1.871  0.375
H 7.374 -3.461 -0.466  0.366
H 7.486 -1.717 -0.261  0.300
H 5.176 -2.913 0.934  0.445
H 2.719 -2.655 0.672  0.578